The following is a DFT calculation (ωB97M-V/def2-TZVPD) of a molecular structure, C67H174F3N8O37SSn.

The calculation puts the max |F| at 0.073 Eh/bohr. As for the frontier orbital gap: 4.828 eV. As for the lowest unoccupied orbital energy: -4.90 eV.

```
! wB97M-V def2-TZVPD RIJCOSX def2/J DEFGRID3
* xyz 1 1
Sn 2.078 -1.426 -4.744
S 1.211 0.725 -1.009
F -1.177 1.668 -1.647
F -1.284 -0.076 -0.469
F -0.788 1.778 0.495
O 7.127 -1.600 0.895
O -4.884 2.472 -3.698
O 0.016 0.901 -5.672
O 3.851 8.700 -4.776
O 2.552 1.764 -4.627
O -4.007 3.508 4.811
O -5.861 -0.709 -0.927
O 3.705 3.438 -2.339
O -8.333 2.425 -0.224
O -9.750 -6.403 -1.102
O 3.650 3.892 7.530
O -0.001 2.710 8.706
O 4.569 -9.448 0.355
O 5.595 -4.222 0.834
O 1.117 -0.246 -2.123
O 3.750 1.330 2.010
O 3.654 -3.389 -6.460
O -2.873 5.495 2.792
O 4.580 -1.173 -2.843
O 1.832 2.070 -1.276
O -0.784 1.251 3.370
O 7.007 1.745 -5.551
O -2.847 4.579 -4.215
O -3.749 8.478 -2.059
O -5.163 -4.452 -0.574
O 2.985 -3.810 -2.985
O 4.020 -1.396 0.806
O 1.801 0.094 0.195
O -3.643 -4.552 3.114
O 6.049 4.822 -0.931
O 1.029 -4.050 0.712
O 3.510 4.975 2.559
O 4.016 5.647 -4.091
O -2.207 -7.761 6.179
O -0.239 6.397 -1.359
O -0.430 -3.001 -3.993
O 4.869 -0.143 -6.182
N -5.645 1.437 0.764
N 0.632 -3.790 -6.371
N 3.372 -6.062 0.840
N 2.424 5.367 5.063
N -8.103 -4.259 -2.894
N -1.432 8.638 -0.172
N 1.003 1.721 5.938
N -1.333 -5.414 4.623
C -2.634 3.339 -3.588
C -9.935 -6.049 -2.440
C 2.656 -5.467 1.998
C -9.314 2.637 -1.185
C -1.325 -2.390 -3.068
C 4.801 -2.395 -2.111
C -4.555 1.122 -0.192
C 1.543 -4.275 -7.438
C 0.605 2.033 -6.176
C 2.969 -4.547 -6.911
C 3.679 -7.470 1.195
C 3.448 2.852 8.402
C 2.667 6.490 4.115
C 4.308 -1.094 2.139
C -8.643 -5.547 -3.258
C -1.413 -0.004 3.007
C -2.297 -3.982 3.013
C 0.342 -2.825 0.376
C 5.759 -10.052 -0.170
C -3.766 7.108 -2.522
C 3.561 -3.189 -1.850
C 7.602 -2.882 0.444
C -0.423 -6.510 4.963
C -6.093 -0.713 -2.311
C -5.855 -4.814 -1.729
C 1.452 2.600 -5.009
C -0.381 1.710 6.407
C 4.773 0.348 2.251
C -3.721 3.316 3.418
C -0.302 7.992 0.515
C 5.620 2.179 -5.831
C -0.621 1.056 -0.557
C -2.885 -8.004 7.371
C -4.701 -3.598 2.990
C 3.293 6.693 -3.478
C -3.857 8.653 -0.658
C 4.926 1.116 -6.790
C -0.115 6.550 0.063
C 0.577 1.149 3.526
C 0.258 -4.768 -5.352
C 0.090 5.125 -1.872
C 2.133 -3.990 1.674
C -2.598 4.108 2.788
C -0.295 1.502 7.989
C -4.546 -0.352 -0.443
C -7.289 -4.245 -1.644
C 2.575 4.847 7.454
C -8.906 -7.515 -0.866
C -0.823 -4.210 -4.502
C -0.902 -7.161 6.302
C 3.322 4.256 1.346
C 4.977 2.910 -1.844
C 2.440 5.897 2.774
C 6.218 3.814 -1.863
C -1.242 -4.987 3.284
C 0.384 2.572 10.030
C -3.569 2.262 -4.161
C -7.044 2.986 -0.583
C -6.097 2.786 0.561
C 4.931 -3.570 -5.895
C 6.991 -4.059 1.166
C -2.729 7.996 0.144
C 2.783 5.906 6.402
C 1.110 2.136 4.524
C -3.855 -4.928 -0.539
C 2.823 7.841 -4.413
C 4.572 -8.083 0.162
H -5.973 0.207 -2.882
H -2.024 4.834 -4.637
H -7.205 4.064 -0.565
H 3.955 1.452 -7.155
H 3.095 -1.168 0.686
H 3.406 4.866 0.446
H 2.000 7.345 4.224
H 3.031 -5.377 -6.207
H 0.909 2.746 -4.076
H 2.166 2.260 4.284
H 4.232 3.680 1.178
H 1.112 -5.186 -4.819
H -3.095 1.339 -3.826
H 0.876 6.183 0.331
H -6.449 0.832 0.680
H -4.614 3.500 2.820
H -4.353 -0.925 0.463
H 7.016 -3.943 2.249
H -3.088 8.124 1.165
H 1.804 -6.132 2.146
H -5.994 -5.893 -1.655
H -2.437 3.725 1.780
H 0.602 -6.173 4.804
H -3.583 1.515 0.105
H -8.826 -3.573 -2.731
H 5.919 -9.780 -1.213
H -3.793 9.730 -0.505
H 0.608 3.078 4.305
H 5.675 3.127 -6.367
H -0.246 -5.572 -5.889
H 2.801 -2.543 -1.410
H -7.134 -3.175 -1.509
H 5.180 -3.384 1.053
H 2.044 6.682 6.604
H -3.410 2.272 3.386
H 5.508 -11.113 -0.142
H 0.817 0.104 3.722
H -0.515 -7.343 4.267
H 5.253 -2.034 -1.187
H 8.689 -2.945 0.498
H 4.245 -5.582 0.674
H 1.046 1.407 2.577
H 0.574 8.627 0.381
H 4.104 -7.448 2.198
H -4.663 1.638 -1.146
H 6.127 4.410 -0.068
H 2.383 6.624 1.965
H -3.866 -6.001 -0.346
H 3.099 2.241 -3.998
H 7.289 -2.930 -0.599
H 2.971 3.227 9.307
H -2.166 -3.157 3.713
H 1.693 -3.474 -8.162
H -9.163 -8.525 -1.183
H -2.180 5.820 3.372
H 3.789 6.317 6.484
H 3.710 6.773 4.260
H -1.592 3.090 -3.789
H 2.946 3.034 -1.911
H -2.773 -7.095 7.962
H 0.248 5.190 -2.949
H 3.880 6.905 -2.584
H 2.763 -8.050 1.304
H 2.362 7.368 -5.281
H 4.439 2.510 8.703
H -5.209 3.416 0.503
H 4.754 2.646 -0.811
H -0.945 -0.402 2.106
H -1.609 3.952 3.219
H 4.950 -4.224 -5.022
H -4.736 -3.121 2.011
H -1.356 -3.099 -2.241
H 2.373 3.720 1.342
H -2.366 -8.752 7.971
H -0.779 5.837 0.552
H -5.229 3.257 -4.130
H -6.606 2.710 -1.542
H -0.703 -2.935 0.084
H 1.180 1.846 10.198
H -8.799 -5.495 -4.335
H 2.906 -3.343 1.261
H 0.878 -2.277 -0.399
H -2.237 -5.864 4.609
H 5.779 -0.437 -6.273
H -2.735 3.561 -2.526
H -1.273 1.182 8.349
H -0.621 4.377 -1.524
H 1.655 -3.477 2.508
H -5.271 -4.649 -2.634
H 2.558 -4.609 -2.668
H -0.394 8.040 1.600
H 2.365 5.332 8.408
H -0.156 -7.864 6.669
H -0.774 0.728 -6.189
H -8.742 -7.634 0.205
H -6.650 3.003 1.475
H -7.086 -1.061 -2.598
H 1.456 2.409 6.522
H -8.937 2.313 -2.156
H -3.460 2.199 -5.244
H -0.118 2.767 -6.533
H 3.184 4.705 5.004
H 1.772 3.599 -5.306
H -2.765 6.931 -0.089
H -4.671 -2.926 3.848
H -1.117 -4.934 -3.741
H -3.155 -4.733 -1.351
H 1.175 -5.207 -7.867
H -2.047 -3.616 2.018
H -1.356 -0.734 3.815
H -0.272 -4.524 3.109
H 7.406 1.645 -6.419
H 5.669 -3.859 -6.644
H 7.480 -5.000 0.913
H 5.555 1.025 -7.675
H 3.737 -3.922 -1.063
H -0.426 2.257 10.689
H 6.398 4.311 -2.816
H -2.310 -2.284 -3.522
H -1.742 -4.020 -5.055
H -1.008 -1.385 -2.790
H -1.339 -5.861 2.640
H -9.687 3.646 -1.358
H -7.903 -4.563 -0.801
H -3.481 -4.406 0.342
H 1.486 5.377 2.856
H 6.655 -9.928 0.438
H 0.622 3.545 10.459
H -10.426 -6.827 -3.025
H -0.789 0.762 6.056
H 1.672 4.257 7.296
H 3.400 -1.263 2.717
H 5.256 -2.584 -5.564
H 5.495 0.539 1.456
H -3.742 -0.707 -1.088
H 3.250 -5.383 2.908
H 4.565 8.160 -5.124
H 5.583 -7.685 0.249
H 7.921 -1.061 0.886
H 7.124 3.272 -1.594
H 3.525 -4.861 -7.794
H -0.992 -6.435 7.110
H -4.526 6.496 -2.037
H -2.485 0.085 2.827
H -2.757 6.703 -2.435
H -7.879 -6.316 -3.148
H 3.939 4.871 -3.531
H 5.405 -0.723 -3.039
H -10.645 -5.225 -2.509
H -7.872 -7.314 -1.144
H 5.285 1.976 -2.315
H 5.187 0.499 3.247
H 5.058 -1.762 2.563
H -10.193 2.052 -0.915
H 2.787 2.102 7.969
H 5.086 2.285 -4.887
H -5.361 -1.389 -2.752
H 1.117 1.704 -7.080
H 3.190 0.912 1.351
H 1.107 4.886 -1.559
H -3.916 -8.346 7.289
H -0.147 -3.232 -6.690
H -5.649 -4.115 3.136
H -4.531 4.311 4.860
H 0.371 0.696 8.297
H -4.000 7.207 -3.582
H -0.992 2.514 5.996
H -4.847 8.374 -0.295
H 4.202 -7.811 -0.826
H -1.242 8.421 -1.139
H 2.119 8.500 -3.906
H 2.378 6.135 -3.282
H 0.358 -2.036 1.128
H 5.534 -3.024 -2.615
*
```